[1]
{"formula": "H4NP", "method": "ωB97M-V with the def2-TZVPD basis set", "de_lowest_kcal_mol": 31.7, "homo_energy_ha": -0.3216, "spin_multiplicity": 1, "lumo_energy_ev": 0.799, "charge": 0, "elements": ["N", "P", "H", "H", "H", "H"], "xyz": [[0.63863, -0.65919, -0.03419], [-1.03104, -0.29752, 0.05801], [1.32617, 0.12378, -0.02402], [0.78979, -1.44009, -0.63963], [-1.58386, -0.05143, -1.74782], [-1.06164, 1.27555, 0.09754]], "forces_ev_per_a": [[-0.125, 1.772, 0.657], [-1.195, 2.349, -2.914], [-0.792, -1.338, -0.541], [0.691, -0.140, -0.219], [0.986, -0.419, 2.876], [0.435, -2.225, 0.140]]}

---

[2]
{"formula": "C4H9N3", "method": "ωB97M-V with the def2-TZVPD basis set", "de_lowest_kcal_mol": 128.6, "homo_energy_ha": [-0.3412, -0.3412], "spin_multiplicity": 1, "lumo_energy_ev": [-0.519, -0.519], "charge": 0, "elements": ["C", "C", "C", "C", "N", "N", "N", "H", "H", "H", "H", "H", "H", "H", "H", "H"], "xyz": [[-0.65722, -0.93621, 1.87546], [0.55306, -1.44683, -0.95857], [1.21164, 0.80943, -0.06636], [0.08901, -0.03915, -0.76519], [-0.51550, -1.17807, 2.97711], [-1.80007, 1.12305, 0.31979], [-1.18040, -0.01968, 0.06416], [1.16929, -1.52665, -1.92134], [1.13632, -1.61272, -0.03322], [-0.39121, -1.97106, -1.33363], [0.68283, 1.75846, 0.35937], [1.82561, 1.37302, -0.80346], [1.86607, 0.13701, 0.52900], [-0.12505, 0.36052, -1.74302], [-2.44929, 1.00673, 1.06503], [-1.41510, 2.16217, 0.43488]], "forces_ev_per_a": [[-0.079, 1.813, -3.987], [-0.702, -0.059, -2.061], [-1.207, 1.934, -1.250], [0.958, 1.666, 1.568], [0.194, -0.665, 2.409], [1.513, 2.215, 0.037], [0.051, -0.754, 0.495], [-0.237, 0.403, 1.631], [-0.690, -1.506, -0.694], [1.332, -0.346, 1.604], [1.135, -1.984, 0.461], [-0.027, -0.946, 0.063], [-0.717, 1.040, 0.241], [-0.737, 0.600, -0.161], [-1.007, -0.420, 0.110], [0.219, -2.991, -0.467]]}

---

[3]
{"formula": "C48H49BF40NO9PS", "method": "ωB97M-V with the def2-TZVPD basis set", "homo_energy_ha": -0.2962, "smiles": "CCSCc1cccc2c1C(=O)c1c(CCN)cc(P(C)CC)c(B(O)OC)c1C2=O.FC(F)C(F)(F)COC(F)(F)C(F)F.FC(F)C(F)(F)COC(F)(F)C(F)F.FC(F)C(F)(F)COC(F)(F)C(F)F.FC(F)C(F)(F)COC(F)(F)C(F)F.FC(F)C(F)(F)COC(F)(F)C(F)F", "spin_multiplicity": 1, "lumo_energy_ev": -0.794, "charge": 0, "elements": ["C", "C", "S", "C", "C", "C", "C", "C", "C", "C", "C", "O", "C", "C", "C", "C", "N", "C", "C", "P", "C", "C", "C", "C", "B", "O", "O", "C", "C", "C", "O", "H", "H", "H", "H", "H", "H", "H", "H", "H", "H", "H", "H", "H", "H", "H", "H", "H", "H", "H", "H", "H", "H", "H", "H", "H", "H", "H", "H", "H", "C", "C", "C", "F", "F", "F", "F", "O", "C", "C", "F", "F", "F", "F", "H", "H", "H", "H", "C", "C", "C", "F", "F", "F", "F", "O", "C", "C", "F", "F", "F", "F", "H", "H", "H", "H", "C", "C", "C", "F", "F", "F", "F", "O", "C", "C", "F", "F", "F", "F", "H", "H", "H", "H", "C", "C", "C", "F", "F", "F", "F", "O", "C", "C", "F", "F", "F", "F", "H", "H", "H", "H", "C", "C", "C", "F", "F", "F", "F", "O", "C", "C", "F", "F", "F", "F", "H", "H", "H", "H"], "xyz": [[-3.48961, 0.65815, 3.57808], [-3.02660, -0.00815, 2.26631], [-3.98086, 0.59006, 0.86104], [-3.01092, 0.24097, -0.66007], [-1.61680, -0.29713, -0.43159], [-1.40626, -1.62799, -0.64887], [-0.18678, -2.19321, -0.46275], [0.86002, -1.44015, -0.05179], [0.65282, -0.11949, 0.16550], [-0.55009, 0.48411, -0.03363], [-0.61343, 1.96683, 0.18882], [-1.61812, 2.55070, 0.58416], [0.66303, 2.71850, -0.14673], [0.59800, 3.98612, -0.66868], [-0.66953, 4.71719, -1.01106], [-1.60512, 3.96973, -1.97804], [-2.98296, 4.42234, -1.78466], [1.79018, 4.60326, -0.89081], [2.98015, 4.00110, -0.64247], [4.54396, 4.92192, -0.97525], [4.23792, 6.62316, -0.32409], [4.75884, 5.12961, -2.79313], [5.16154, 3.82185, -3.49641], [3.04621, 2.71404, -0.14256], [4.39510, 1.91463, 0.19067], [4.42966, 0.61633, -0.24118], [5.40158, 2.44866, 0.92108], [6.73078, 2.19897, 0.45295], [1.85003, 2.11034, 0.09051], [1.78560, 0.73270, 0.65160], [2.56760, 0.27836, 1.48088], [-4.00399, -0.04519, 4.22635], [-4.06060, 1.56214, 3.37320], [-2.60004, 0.98503, 4.11594], [-3.14499, -1.08093, 2.35623], [-1.95396, 0.16364, 2.18249], [-3.53835, -0.51683, -1.22288], [-3.00972, 1.13641, -1.27847], [-2.20610, -2.27288, -0.98560], [-0.01878, -3.24977, -0.62286], [1.84788, -1.83342, 0.13904], [-0.37339, 5.63215, -1.52537], [-1.23351, 5.03853, -0.13578], [-1.50629, 2.88140, -1.94201], [-1.31843, 4.26192, -2.99242], [-3.16841, 4.53023, -0.79506], [-3.64684, 3.78867, -2.20878], [1.74959, 5.61136, -1.28251], [4.42924, 6.61866, 0.74684], [4.87836, 7.35671, -0.80421], [3.18879, 6.89426, -0.44786], [3.90746, 5.59288, -3.30194], [5.57939, 5.84046, -2.91183], [4.54771, 2.98651, -3.16268], [5.05386, 3.97318, -4.56876], [6.21763, 3.63154, -3.31434], [3.64160, 0.40208, -0.75167], [6.81681, 1.29318, -0.15004], [7.05042, 3.04960, -0.14826], [7.36744, 2.06072, 1.32354], [4.76551, -2.25023, 1.66740], [4.80252, -3.11724, 0.39396], [4.01717, -4.43114, 0.40540], [4.45442, -5.28693, 1.35170], [4.16324, -5.04927, -0.79031], [6.08806, -3.33779, 0.04160], [4.24831, -2.36597, -0.60175], [5.86516, -2.33705, 2.57530], [5.93035, -3.31048, 3.54537], [7.11692, -4.25832, 3.34274], [7.06836, -4.86087, 2.14148], [7.08975, -5.22354, 4.29188], [4.75806, -3.97723, 3.65735], [6.12404, -2.67683, 4.72384], [4.80591, -1.22043, 1.31184], [3.80998, -2.33070, 2.18486], [2.95104, -4.24267, 0.56439], [8.05602, -3.70577, 3.41506], [0.61349, 10.07346, -5.50632], [0.64444, 9.23488, -4.21387], [2.01083, 8.90769, -3.60633], [2.78284, 8.17831, -4.43254], [1.82977, 8.17256, -2.48150], [-0.06977, 8.10420, -4.39825], [-0.01605, 9.96519, -3.27055], [0.45912, 9.40117, -6.75223], [1.54018, 8.88298, -7.43877], [1.47130, 7.35702, -7.56354], [1.41092, 6.76675, -6.35489], [2.58200, 6.90633, -8.18989], [2.70550, 9.29992, -6.90650], [1.48484, 9.38968, -8.69013], [-0.29602, 10.66758, -5.42729], [1.42871, 10.79639, -5.53973], [2.54896, 9.82016, -3.33535], [0.58850, 7.06465, -8.13608], [-2.36850, -4.58783, 5.02945], [-3.34454, -3.67246, 4.27152], [-4.66505, -3.31180, 4.95684], [-5.42476, -4.39257, 5.20765], [-5.37692, -2.49866, 4.13827], [-3.57238, -4.18841, 3.04388], [-2.68551, -2.48986, 4.07874], [-2.35024, -5.96720, 4.69696], [-3.23442, -6.85199, 5.28348], [-4.19575, -7.47294, 4.26499], [-4.90262, -6.52840, 3.61591], [-5.07164, -8.27871, 4.90702], [-3.88342, -6.28021, 6.31790], [-2.49256, -7.85270, 5.80518], [-1.38094, -4.24479, 4.72931], [-2.41158, -4.43042, 6.10790], [-4.48207, -2.77921, 5.89469], [-3.63856, -8.05619, 3.52858], [3.08694, -5.35086, 2.79577], [1.98772, -4.47908, 2.15362], [0.68176, -4.28380, 2.92904], [0.04355, -5.44688, 3.14354], [-0.15764, -3.48854, 2.22206], [1.73221, -4.93172, 0.90420], [2.52987, -3.23252, 2.00908], [3.21122, -6.70610, 2.37931], [2.46193, -7.71845, 2.94987], [1.51210, -8.37387, 1.94138], [0.67062, -7.47191, 1.39899], [0.76577, -9.31118, 2.56816], [1.82067, -7.29170, 4.05494], [3.33346, -8.66700, 3.35281], [4.02464, -4.90234, 2.46784], [3.09062, -5.26229, 3.88228], [0.86835, -3.79707, 3.89098], [2.08187, -8.84291, 1.13646], [-7.75873, -2.98636, -2.10475], [-6.69976, -1.90145, -2.37880], [-6.62112, -0.71977, -1.41086], [-7.75602, 0.00127, -1.38077], [-5.62791, 0.11223, -1.81259], [-6.82737, -1.46473, -3.65081], [-5.48635, -2.52563, -2.30142], [-8.98278, -2.94670, -2.83200], [-10.05508, -2.18311, -2.41252], [-10.40113, -1.07268, -3.41009], [-9.35220, -0.25612, -3.62040], [-11.41642, -0.32651, -2.91877], [-9.86379, -1.71010, -1.16711], [-11.12149, -3.01207, -2.35108], [-7.29714, -3.91346, -2.44262], [-7.93126, -3.12203, -1.03707], [-6.38849, -1.05703, -0.39616], [-10.70022, -1.50542, -4.36727]], "forces_ev_per_a": [[0.522, 0.129, -0.318], [0.358, -0.385, 0.467], [-0.369, 0.211, -0.210], [0.435, -0.403, 0.236], [-1.542, 1.174, -0.076], [-0.892, -0.899, -0.386], [0.637, -1.669, -0.257], [1.249, -0.371, 0.485], [1.680, 1.424, 0.438], [-0.766, 1.085, 0.026], [-0.834, 0.717, 0.183], [1.293, -0.788, -0.438], [-2.632, -0.539, 0.137], [-1.200, 0.503, 0.101], [-0.232, 0.036, -0.531], [-0.259, 0.414, -0.428], [0.375, 0.162, 0.058], [-0.408, 1.150, -0.570], [1.794, 0.805, -0.492], [1.639, -0.367, 0.538], [-0.814, -0.473, -0.070], [-0.597, 0.153, -0.286], [0.007, 0.709, 0.145], [1.731, 0.220, 0.472], [-0.863, 0.087, 0.129], [0.841, 0.060, -0.734], [0.232, -0.132, -0.623], [0.141, -0.231, 0.401], [0.159, -1.758, 0.737], [0.124, -0.958, 1.191], [-0.797, 0.636, -0.662], [-0.379, 0.143, -0.093], [-0.287, -0.125, 0.164], [-0.005, 0.026, 0.107], [-0.041, -0.121, -0.131], [-0.079, 0.205, -0.475], [-0.144, -0.086, -0.030], [0.063, 0.240, 0.235], [-0.253, 0.151, 0.008], [-0.223, -0.084, -0.120], [-0.037, -0.158, -0.093], [-0.019, 0.127, 0.119], [0.111, -0.277, 0.195], [0.149, -0.030, 0.260], [0.093, -0.161, -0.053], [-0.253, -0.322, -0.063], [-0.076, 0.054, 0.165], [0.155, 0.077, -0.136], [0.163, -0.026, 0.023], [0.075, -0.014, -0.094], [0.065, 0.337, -0.132], [-0.144, -0.087, 0.092], [0.017, 0.087, 0.192], [0.067, -0.139, -0.131], [-0.121, -0.255, -0.092], [-0.043, -0.318, 0.173], [0.347, -0.165, -0.066], [-0.255, -0.020, -0.008], [0.049, 0.095, 0.113], [0.111, 0.202, 0.007], [-0.090, 1.178, 0.317], [0.905, 0.041, 0.411], [0.412, 1.340, -2.167], [5.956, -0.790, -7.214], [0.117, -0.108, -0.093], [0.101, -0.130, -0.061], [-0.347, -0.137, 0.053], [0.439, -0.990, -0.061], [-0.116, 1.396, -0.279], [0.417, -0.150, 0.090], [-0.245, -0.014, -0.095], [-0.105, 0.088, 0.050], [1.481, 1.003, 0.919], [0.119, -0.175, 0.080], [0.181, -0.051, -0.153], [1.579, 0.516, -0.096], [2.893, 0.332, -1.645], [-0.089, 0.091, 0.073], [-0.141, 0.602, -0.295], [-0.408, -0.370, -0.530], [0.269, 0.029, 0.392], [-0.107, -0.006, -0.244], [-0.153, 0.022, 0.038], [0.161, -0.076, 0.039], [0.228, 0.169, 0.058], [0.335, -0.666, 0.344], [-0.196, 0.887, 0.280], [-0.103, -0.387, -0.138], [0.055, 0.150, 0.123], [-0.008, 0.151, -0.029], [0.003, -0.239, 0.034], [-0.005, -0.172, -0.057], [-0.058, -0.117, 0.041], [0.208, -0.201, 0.070], [-0.083, 0.052, -0.042], [0.012, 0.113, -0.046], [0.607, -0.049, 0.348], [0.195, -0.572, -0.488], [-0.268, 0.397, 0.079], [0.139, -0.141, -0.040], [0.144, 0.014, -0.052], [-0.157, 0.064, 0.090], [-0.053, -0.013, 0.385], [-0.817, 0.034, -0.191], [0.686, 0.531, 0.458], [-0.140, -0.284, -0.302], [0.036, 0.130, 0.105], [0.114, 0.023, 0.094], [-0.184, -0.082, -0.165], [-0.115, -0.130, -0.140], [-0.067, 0.018, -0.106], [-0.316, -0.020, -0.007], [0.080, -0.029, -0.010], [0.086, -0.006, 0.093], [-2.802, -0.151, 3.601], [-0.479, -1.581, 1.654], [-0.244, 0.329, 0.097], [0.180, -0.153, -0.110], [0.053, 0.030, -0.109], [-3.219, -1.080, 0.259], [-2.467, -0.139, 0.804], [-1.420, -0.624, 0.194], [0.676, 0.850, 0.395], [-0.040, -0.288, -0.208], [-0.026, 0.214, 0.081], [0.072, 0.016, 0.074], [-0.266, -0.156, -0.137], [-0.060, -0.186, -0.108], [-2.977, -0.151, 3.344], [-0.839, -0.306, 0.032], [0.222, -0.034, -0.019], [0.082, -0.002, 0.079], [-0.106, -0.660, 0.224], [-0.466, -0.032, -0.606], [0.289, 0.228, 0.460], [-0.191, -0.146, -0.175], [-0.146, -0.070, -0.246], [-0.011, 0.123, 0.072], [0.029, 0.001, 0.268], [0.104, 0.806, -0.109], [0.479, -0.697, 0.452], [-0.149, 0.209, -0.334], [0.119, -0.054, 0.148], [-0.007, -0.133, 0.077], [-0.012, 0.197, -0.138], [-0.081, 0.107, -0.124], [0.033, 0.068, -0.102], [-0.031, 0.297, 0.052], [0.027, -0.063, -0.033], [-0.032, -0.097, 0.072]]}

---

[4]
{"formula": "CH3IN2O", "method": "ωB97M-V with the def2-TZVPD basis set", "de_lowest_kcal_mol": 115.3, "homo_energy_ha": [-0.3057, -0.3133], "spin_multiplicity": 1, "lumo_energy_ev": [-0.467, -0.527], "charge": 0, "elements": ["C", "N", "N", "O", "I", "H", "H", "H"], "xyz": [[0.54732, 1.33688, 1.26056], [-0.70723, -1.79083, -1.56872], [-0.04970, -0.84491, -1.16977], [0.93861, -0.25215, -1.37023], [-1.06331, 0.07072, 1.01110], [0.54322, 2.21158, 0.74041], [1.27848, 1.11410, 2.05141], [-1.48738, -1.84539, -0.95476]], "forces_ev_per_a": [[-0.144, -2.895, 1.611], [1.258, -0.641, -1.854], [-1.313, -0.002, 1.222], [1.740, 0.266, -1.253], [0.279, 1.347, 1.550], [-0.121, 2.183, -1.286], [-0.613, 0.015, -0.587], [-1.086, -0.274, 0.599]]}

---

[5]
{"formula": "BrClIO3P", "method": "ωB97M-V with the def2-TZVPD basis set", "de_lowest_kcal_mol": 55.7, "homo_energy_ha": -0.3365, "spin_multiplicity": 1, "lumo_energy_ev": -2.033, "charge": 0, "elements": ["O", "O", "O", "P", "Cl", "Br", "I"], "xyz": [[0.41022, -1.21075, 1.04774], [1.34319, 0.90743, -0.11361], [-1.33735, 0.04553, -1.07118], [0.18517, 0.16864, 0.64367], [1.94466, -0.32649, -1.12577], [-1.84748, -1.59648, -1.33815], [-0.69840, 2.01211, 1.95729]], "forces_ev_per_a": [[-0.329, 0.502, 0.760], [0.671, 0.054, -0.624], [2.652, 1.828, 2.810], [-3.853, -0.470, -1.522], [0.864, 0.288, -0.844], [-0.327, -1.319, -0.132], [0.321, -0.883, -0.448]]}

---

[6]
{"formula": "C3H3IrO2", "method": "ωB97M-V with the def2-TZVPD basis set", "de_lowest_kcal_mol": 40.9, "homo_energy_ha": [-0.5114, -0.5525], "spin_multiplicity": 6, "lumo_energy_ev": [-6.131, -8.494], "charge": 1, "s_squared": 8.78, "elements": ["O", "Ir", "O", "C", "C", "C", "H", "H", "H"], "xyz": [[-0.96624, 0.17756, 1.51651], [-0.05000, 0.11430, 3.19310], [1.24878, -1.70046, -0.30538], [0.36031, -0.90157, -0.11635], [0.18676, 0.00876, 0.99050], [-0.11222, 0.38083, -1.09042], [-1.20251, 0.31265, -1.22860], [0.38679, 0.17267, -2.04463], [0.14832, 1.43527, -0.91473]], "forces_ev_per_a": [[-0.929, 0.619, -3.501], [1.934, 0.023, 4.111], [-2.582, 0.497, -0.219], [4.214, 2.386, -1.288], [-2.403, -1.148, 1.459], [-0.715, -1.693, -1.744], [0.348, 0.020, 0.094], [-0.076, -0.237, 0.138], [0.209, -0.467, 0.952]]}

---

Per-record electronic energy, eV: -10841.7567; -8758.9503; -199985.1968; -14207.9684; -106093.4850; -10075.6361